No. 1
{"formula": "C28H42BN6OS3V", "method": "ωB97M-V/def2-TZVPD", "relative_energy_kcal_mol": 0.0, "largest_force_ev_per_a": 0.5, "total_charge": 1, "homo_lumo_gap_ev": [7.5, 7.5], "spin_multiplicity": 2, "e_tot_ev": -99573.531, "elements": ["V", "C", "C", "C", "C", "N", "N", "B", "N", "N", "C", "C", "C", "C", "C", "S", "C", "C", "C", "C", "N", "N", "C", "C", "C", "C", "C", "S", "C", "C", "C", "C", "C", "S", "C", "C", "C", "C", "H", "H", "H", "H", "H", "H", "H", "H", "H", "H", "H", "H", "H", "H", "H", "H", "H", "H", "H", "H", "H", "H", "H", "H", "H", "H", "H", "H", "H", "H", "H", "H", "H", "H", "H", "H", "H", "H", "H", "C", "O", "H", "H", "H"], "positions_angstrom": [[-0.978, 3.665, 0.968], [0.410, 0.669, 5.017], [-0.191, 0.238, 3.718], [-0.752, -0.987, 3.515], [-1.304, -1.337, 2.260], [-1.278, -0.500, 1.256], [-0.729, 0.699, 1.455], [-0.513, 1.658, 0.266], [-1.209, 1.213, -1.045], [-0.679, 0.168, -1.684], [-1.190, -0.198, -2.829], [-2.330, 0.458, -3.353], [-2.872, 1.528, -2.708], [-4.057, 2.279, -3.221], [-2.226, 1.947, -1.512], [-2.694, 3.366, -0.675], [-0.451, -1.314, -3.560], [0.961, -0.803, -3.880], [-0.356, -2.539, -2.646], [-1.153, -1.707, -4.859], [1.050, 1.640, -0.031], [1.663, 0.490, 0.209], [2.952, 0.395, -0.005], [3.674, 1.490, -0.523], [3.048, 2.684, -0.751], [3.764, 3.893, -1.260], [1.668, 2.749, -0.442], [0.749, 4.209, -0.572], [3.577, -0.939, 0.385], [3.496, -1.054, 1.915], [2.777, -2.080, -0.253], [5.036, -1.030, -0.057], [-0.211, 1.126, 2.614], [0.429, 2.726, 2.663], [-1.937, -2.701, 2.046], [-2.413, -2.862, 0.605], [-0.892, -3.784, 2.353], [-3.131, -2.843, 3.001], [0.341, -0.122, 5.760], [-0.096, 1.560, 5.392], [1.459, 0.937, 4.878], [-0.785, -1.702, 4.327], [-2.768, 0.117, -4.280], [-4.473, 1.793, -4.101], [-3.776, 3.301, -3.479], [-4.827, 2.349, -2.452], [1.477, -0.510, -2.965], [0.926, 0.058, -4.551], [1.538, -1.590, -4.369], [0.152, -2.283, -1.717], [0.206, -3.330, -3.146], [-1.348, -2.926, -2.406], [-1.200, -0.878, -5.568], [-2.166, -2.074, -4.678], [-0.594, -2.511, -5.336], [4.731, 1.395, -0.724], [4.804, 3.662, -1.480], [3.725, 4.695, -0.521], [3.284, 4.272, -2.163], [2.456, -1.015, 2.247], [4.046, -0.245, 2.401], [3.928, -2.003, 2.238], [1.726, -2.019, 0.033], [3.177, -3.039, 0.080], [2.841, -2.045, -1.342], [5.661, -0.285, 0.439], [5.139, -0.912, -1.138], [5.430, -2.011, 0.206], [-1.597, -2.695, -0.096], [-3.210, -2.155, 0.370], [-2.794, -3.874, 0.465], [-0.042, -3.707, 1.671], [-1.340, -4.770, 2.226], [-0.518, -3.722, 3.376], [-3.855, -2.042, 2.844], [-2.821, -2.826, 4.048], [-3.634, -3.794, 2.821], [-3.430, 4.886, 2.481], [-2.231, 4.337, 2.001], [-3.940, 5.432, 1.686], [-3.215, 5.577, 3.297], [-4.093, 4.101, 2.848]], "lowdin_charge": [0.41, -0.04, -0.23, 0.07, -0.19, 0.21, 0.00, -0.68, 0.01, 0.20, -0.18, 0.09, -0.23, -0.05, -0.55, 0.80, -0.54, -0.03, -0.04, -0.06, -0.03, 0.19, -0.18, 0.09, -0.22, -0.05, -0.58, 0.75, -0.54, -0.03, -0.04, -0.05, -0.55, 0.82, -0.55, -0.05, -0.03, -0.03, 0.09, 0.09, 0.09, 0.13, 0.12, 0.09, 0.09, 0.09, 0.06, 0.09, 0.09, 0.06, 0.09, 0.09, 0.09, 0.09, 0.09, 0.12, 0.09, 0.09, 0.09, 0.07, 0.09, 0.09, 0.06, 0.09, 0.08, 0.09, 0.09, 0.09, 0.05, 0.09, 0.09, 0.09, 0.09, 0.08, 0.09, 0.08, 0.09, -0.14, -0.46, 0.09, 0.09, 0.09]}

No. 2
{"formula": "C31H40N3O3Si", "method": "ωB97M-V/def2-TZVPD", "largest_force_ev_per_a": 3.4, "total_charge": 1, "homo_lumo_gap_ev": 7.1, "e_tot_ev": -51281.722, "elements": ["C", "C", "C", "O", "Si", "C", "C", "C", "O", "C", "C", "H", "H", "H", "H", "H", "H", "H", "H", "H", "H", "H", "H", "H", "H", "H", "H", "C", "N", "C", "O", "C", "C", "C", "C", "C", "C", "C", "C", "N", "C", "C", "C", "C", "C", "C", "C", "C", "N", "C", "C", "C", "C", "C", "H", "H", "H", "H", "H", "H", "H", "H", "H", "H", "H", "H", "H", "H", "H", "H", "H", "H", "H", "H", "H", "H", "H", "H"], "positions_angstrom": [[1.974, 0.980, 0.265], [1.604, 0.542, 1.689], [2.319, -0.782, 1.876], [2.333, -1.756, 1.028], [3.385, -3.220, 1.334], [2.637, -4.310, 0.035], [5.201, -2.927, 1.003], [3.101, -3.844, 3.045], [3.106, -0.868, 2.915], [3.171, 0.493, 3.621], [2.409, 1.402, 2.712], [1.591, 1.993, 0.055], [3.073, 0.999, 0.171], [1.562, 0.266, -0.466], [2.882, -5.362, 0.239], [1.544, -4.206, 0.024], [3.021, -4.063, -0.964], [5.753, -3.867, 1.175], [5.397, -2.628, -0.036], [5.637, -2.173, 1.672], [3.148, -4.942, 3.017], [3.868, -3.502, 3.747], [2.117, -3.558, 3.429], [2.743, 0.325, 4.612], [4.230, 0.748, 3.663], [3.150, 1.980, 2.142], [1.820, 2.145, 3.262], [-4.605, 2.421, -3.073], [-3.545, 1.560, -2.601], [-2.997, 0.616, -3.417], [-3.339, 0.388, -4.579], [-1.897, -0.089, -2.639], [-0.525, 0.005, -3.306], [-0.480, -0.650, -4.663], [-0.014, 0.066, -5.761], [-0.052, -0.503, -7.037], [-0.518, -1.822, -7.195], [-0.928, -2.555, -6.080], [-0.900, -1.981, -4.807], [-1.916, 0.604, -1.348], [-1.043, 0.229, -0.355], [-0.868, 0.828, 0.866], [0.125, 0.385, 1.947], [-0.322, 0.950, 3.335], [0.073, 0.263, 4.487], [-0.154, 0.802, 5.749], [-0.863, 2.000, 5.877], [-1.108, 2.544, 7.184], [-1.269, 3.017, 8.244], [-1.332, 2.654, 4.737], [-1.050, 2.142, 3.467], [-2.969, 1.649, -1.264], [-2.368, 3.040, -1.031], [-4.075, 1.360, -0.230], [-4.819, 2.171, -4.115], [-5.519, 2.287, -2.480], [-4.305, 3.475, -3.018], [-2.189, -1.147, -2.510], [-0.273, 1.077, -3.394], [0.220, -0.454, -2.632], [0.347, 1.089, -5.612], [0.277, 0.075, -7.899], [-0.551, -2.269, -8.191], [-1.281, -3.587, -6.190], [-1.218, -2.537, -3.925], [-0.469, -0.671, -0.617], [-1.650, 1.530, 1.162], [-0.070, -0.704, 2.081], [0.577, -0.701, 4.392], [0.184, 0.271, 6.642], [-1.948, 3.555, 4.830], [-1.380, 2.721, 2.598], [-1.742, 3.313, -1.892], [-3.187, 3.764, -0.932], [-1.759, 3.057, -0.122], [-4.717, 0.543, -0.586], [-3.665, 1.098, 0.750], [-4.701, 2.256, -0.118]], "lowdin_charge": [0.01, -0.33, -0.30, 0.03, 0.56, -0.15, -0.15, -0.15, 0.06, -0.01, -0.07, 0.12, 0.11, 0.08, 0.05, 0.04, 0.05, 0.06, 0.05, 0.04, 0.06, 0.05, 0.05, 0.13, 0.14, 0.13, 0.14, -0.01, -0.04, -0.37, 0.08, -0.18, -0.09, -0.24, -0.04, -0.07, -0.08, -0.08, -0.04, 0.00, -0.08, -0.06, -0.18, -0.17, -0.04, -0.01, -0.23, -0.16, 0.17, 0.00, -0.01, -0.46, 0.00, 0.01, 0.10, 0.10, 0.09, 0.16, 0.13, 0.11, 0.11, 0.10, 0.11, 0.11, 0.11, 0.13, 0.06, 0.16, 0.12, 0.13, 0.13, 0.11, 0.10, 0.09, 0.06, 0.10, 0.07, 0.09]}

No. 3
{"formula": "C32H24F17FeNO3", "method": "ωB97M-V/def2-TZVPD", "largest_force_ev_per_a": 0.4, "total_charge": -1, "homo_lumo_gap_ev": [6.8, 5.2], "spin_multiplicity": 6, "e_tot_ev": -121794.250, "elements": ["Fe", "C", "C", "C", "C", "C", "N", "C", "C", "C", "C", "C", "C", "C", "C", "O", "C", "F", "F", "F", "C", "F", "F", "F", "C", "C", "C", "O", "C", "F", "F", "F", "C", "F", "F", "F", "H", "H", "H", "H", "H", "H", "H", "H", "H", "H", "H", "H", "C", "C", "C", "C", "C", "C", "C", "O", "C", "C", "C", "H", "H", "H", "H", "H", "H", "H", "H", "H", "H", "H", "H", "F", "C", "F", "C", "F", "F", "F"], "positions_angstrom": [[-0.688, 1.540, -0.227], [-1.364, -3.995, -4.939], [-1.416, -3.104, -3.727], [-1.367, -3.629, -2.440], [-1.450, -2.793, -1.347], [-1.558, -1.395, -1.499], [-1.599, -0.596, -0.386], [-2.344, -1.038, 0.689], [-3.590, -1.653, 0.438], [-4.416, -2.059, 1.461], [-4.023, -1.894, 2.786], [-4.904, -2.340, 3.922], [-2.795, -1.293, 3.034], [-1.953, -0.839, 2.028], [-0.571, -0.243, 2.355], [-0.075, 0.648, 1.484], [0.430, -1.445, 2.422], [0.627, -1.932, 1.187], [0.011, -2.475, 3.184], [1.628, -1.064, 2.899], [-0.611, 0.458, 3.767], [-1.719, 1.195, 3.902], [-0.569, -0.403, 4.817], [0.427, 1.286, 3.929], [-1.562, -0.847, -2.803], [-1.510, -1.718, -3.878], [-1.682, 0.686, -2.933], [-0.782, 1.336, -2.174], [-3.187, 1.077, -2.587], [-3.304, 1.389, -1.298], [-3.646, 2.116, -3.292], [-4.042, 0.043, -2.817], [-1.416, 1.159, -4.392], [-2.372, 0.751, -5.267], [-0.242, 0.669, -4.841], [-1.340, 2.481, -4.474], [-1.464, -5.045, -4.659], [-0.418, -3.876, -5.475], [-2.166, -3.749, -5.638], [-1.264, -4.700, -2.294], [-1.388, -3.195, -0.343], [-3.908, -1.756, -0.593], [-5.379, -2.505, 1.229], [-5.516, -3.195, 3.630], [-5.582, -1.539, 4.228], [-4.311, -2.622, 4.794], [-2.492, -1.191, 4.068], [-1.553, -1.333, -4.886], [7.768, 0.146, 0.078], [6.322, 0.539, 0.228], [5.465, 0.555, -0.862], [4.134, 0.934, -0.746], [3.267, 0.904, -1.981], [3.651, 1.319, 0.520], [2.280, 1.830, 0.686], [1.486, 1.904, -0.230], [4.496, 1.269, 1.648], [4.019, 1.608, 3.041], [5.817, 0.884, 1.477], [8.030, -0.021, -0.966], [7.981, -0.769, 0.636], [8.421, 0.926, 0.476], [5.842, 0.261, -1.837], [3.843, 0.540, -2.832], [2.868, 1.890, -2.217], [2.397, 0.264, -1.837], [1.997, 2.190, 1.681], [3.862, 2.684, 3.162], [4.766, 1.300, 3.771], [3.085, 1.109, 3.281], [6.473, 0.844, 2.343], [-2.293, 2.687, 0.919], [-2.162, 3.946, 0.193], [-0.748, 3.815, -0.140], [-2.150, 4.989, 1.335], [-2.404, 4.485, 2.567], [-3.108, 5.919, 1.125], [-0.991, 5.682, 1.434]], "lowdin_charge": [0.91, -0.05, -0.25, -0.04, 0.00, -0.21, 0.15, -0.20, 0.00, -0.03, -0.25, -0.05, 0.02, -0.03, -0.36, -0.19, -0.53, 0.16, 0.14, 0.15, -0.54, 0.16, 0.12, 0.15, -0.03, 0.02, -0.35, -0.17, -0.52, 0.15, 0.16, 0.13, -0.55, 0.13, 0.14, 0.17, 0.07, 0.08, 0.08, 0.11, 0.12, 0.12, 0.11, 0.07, 0.08, 0.08, 0.12, 0.11, -0.05, -0.26, -0.01, -0.17, -0.03, -0.08, -0.14, -0.01, -0.19, -0.04, -0.02, 0.07, 0.08, 0.08, 0.11, 0.07, 0.09, 0.09, 0.13, 0.09, 0.08, 0.06, 0.12, -0.14, -0.14, -0.13, -0.60, 0.10, 0.08, 0.09]}